This record from the OMol25 dataset describes a cluster of 2 separate species, CH7NO in total in a non-equilibrium geometry. The level of theory is ωB97M-V/def2-TZVPD.

The value obtained for the energy above the lowest of the compared OMol25 structures with the same formula, charge and spin is 24.51 kcal per mole. Its SMILES is CN.O. As for the charge: 0. As for the HOMO-LUMO gap: 0.387 hartree. The value obtained for the largest force on an atom is 3.66 eV/A.

Geometry (Å):
C 2.081 -0.423 0.020
H -3.298 -0.848 -0.217
H -1.819 -0.315 -0.089
H 1.048 1.264 0.748
H 0.882 1.049 -0.881
H 2.041 -1.117 -0.823
H 2.990 0.414 -0.224
H 2.190 -1.099 0.949
N 0.863 0.470 0.012
O -2.820 -0.012 0.042